# 1
{"formula": "C30H48Cl2N3O6SiTl", "method": "ωB97M-V/def2-TZVPD", "energy_ha": -3169.91010, "total_charge": 0, "e_homo_ev": [-8.124, -7.540], "elements": ["Tl", "Cl", "Cl", "Si", "O", "O", "O", "O", "O", "O", "N", "N", "N", "C", "C", "C", "C", "C", "C", "C", "C", "C", "C", "C", "C", "C", "C", "C", "C", "C", "C", "C", "C", "C", "C", "C", "C", "C", "C", "C", "C", "C", "C", "H", "H", "H", "H", "H", "H", "H", "H", "H", "H", "H", "H", "H", "H", "H", "H", "H", "H", "H", "H", "H", "H", "H", "H", "H", "H", "H", "H", "H", "H", "H", "H", "H", "H", "H", "H", "H", "H", "H", "H", "H", "H", "H", "H", "H", "H", "H", "H"], "xyz": [[-1.87, -1.00, 0.34], [-2.39, 0.80, -3.30], [0.27, 0.21, 0.30], [-1.09, -0.27, -4.48], [0.26, 2.31, -2.77], [0.28, -3.10, 0.13], [-2.44, -4.20, 0.62], [-3.15, 1.74, -0.27], [2.03, -2.04, 1.22], [-1.42, 0.23, 2.82], [-1.82, -6.39, 0.89], [-2.55, 3.95, -0.54], [0.32, 0.00, 4.26], [-3.02, 4.00, -1.91], [2.16, -4.64, 2.53], [1.77, 0.03, 4.49], [0.61, 3.42, -0.01], [-2.16, -0.76, -6.00], [1.99, 4.08, -2.88], [0.00, -4.51, 4.31], [-2.37, 5.21, 0.16], [0.80, 3.50, 1.38], [-0.62, 0.06, 5.36], [1.59, 2.80, -0.78], [-1.12, -7.56, 0.35], [1.14, -5.27, 4.64], [1.49, 2.76, -2.31], [2.35, 4.04, -4.33], [-2.60, 2.77, 0.14], [1.93, 2.93, 1.96], [2.91, 2.30, 1.17], [-0.06, -3.82, 3.09], [-0.70, -1.82, -3.45], [-0.21, 0.17, 3.04], [2.21, -5.34, 3.73], [1.05, -3.84, 2.25], [-2.88, -6.68, 1.83], [-1.74, -5.17, 0.28], [1.11, -2.90, 1.05], [2.52, 6.55, -2.63], [2.03, 5.22, -2.15], [2.74, 2.26, -0.22], [0.50, 0.65, -4.69], [-2.11, 2.82, 1.13], [2.17, 1.06, 4.49], [-2.31, 0.10, -6.68], [2.45, 7.26, -1.79], [-0.80, 1.11, 5.64], [2.64, 5.04, -4.65], [-1.74, -8.10, -0.39], [-2.11, 5.01, 1.20], [3.21, 3.36, -4.49], [-0.99, -5.12, -0.53], [-3.16, -1.11, -5.67], [-0.25, 3.84, -0.53], [0.02, 3.97, 1.98], [3.80, 1.85, 1.62], [1.96, 6.98, -3.48], [1.97, -0.41, 5.48], [-0.20, -7.24, -0.14], [-0.87, -8.24, 1.18], [1.51, 3.70, -4.94], [-1.43, -1.99, -2.64], [3.11, -5.90, 4.00], [-2.49, -7.35, 2.60], [2.07, 2.99, 3.04], [0.57, 0.22, 2.23], [2.29, -0.54, 3.70], [-3.20, -5.74, 2.28], [-0.93, -3.24, 2.79], [-1.72, -1.57, -6.60], [-1.56, 5.78, -0.30], [0.43, 1.60, -3.89], [3.43, 1.78, -0.92], [2.21, 2.00, -2.65], [1.20, -5.79, 5.60], [-3.28, 5.81, 0.12], [-1.57, -0.38, 5.04], [0.28, -1.67, -3.00], [-3.74, -7.15, 1.33], [-0.63, -2.74, -4.05], [-2.25, 3.61, -2.59], [0.69, 1.03, -5.70], [1.35, 0.04, -4.33], [-0.81, -4.40, 5.04], [1.68, 5.23, -1.12], [3.59, 6.49, -2.91], [-3.93, 3.39, -2.02], [-0.21, -0.49, 6.22], [-3.22, 5.05, -2.17], [3.00, -4.63, 1.83]]}


# 2
{"formula": "C5H11NO2", "method": "ωB97M-V/def2-TZVPD", "energy_ha": -402.33782, "total_charge": 0, "e_homo_ev": -9.770, "elements": ["O", "O", "N", "C", "C", "C", "C", "C", "H", "H", "H", "H", "H", "H", "H", "H", "H", "H", "H"], "xyz": [[-0.46, -3.63, 1.53], [-2.37, -1.38, -0.15], [-2.11, 0.56, -1.26], [-1.72, -0.38, -0.36], [0.76, 0.39, -0.59], [1.41, 1.62, -0.03], [-0.38, -0.12, 0.32], [2.66, 1.81, 0.39], [-0.61, 0.58, 1.12], [2.93, 2.83, 0.65], [-1.32, -3.18, 1.45], [-0.12, -1.08, 0.74], [3.43, 1.10, 0.68], [-3.06, 0.55, -1.59], [0.76, 2.49, -0.02], [-0.16, -3.81, 0.64], [0.42, 0.58, -1.60], [1.54, -0.35, -0.55], [-1.61, 1.42, -1.35]]}


# 3
{"formula": "C3H6FNO2P", "method": "ωB97M-V/def2-TZVPD", "energy_ha": -764.40166, "total_charge": -1, "e_homo_ev": [-3.210, -3.213], "elements": ["P", "F", "O", "O", "N", "C", "C", "C", "H", "H", "H", "H", "H", "H"], "xyz": [[2.42, -0.35, -0.23], [-3.33, -0.49, 0.59], [2.22, -1.56, 0.62], [1.92, -0.47, -1.63], [2.19, 2.30, 0.81], [-1.38, -0.30, -0.79], [1.81, 1.18, 0.53], [-1.95, -0.65, 0.56], [-0.30, -0.41, -0.76], [-1.78, -0.96, -1.56], [-1.55, -0.01, 1.35], [3.12, 2.69, 0.72], [-1.62, 0.73, -1.05], [-1.77, -1.70, 0.81]]}


Calculated values (kcal per mole) of energy relative to the best compared isomer or geometry (same formula, charge and spin) for the records, taken in order: 122.7 25.3 79.7.